(1)
Formula: C27H81O36P9
Source: the OMol25 dataset
Level of theory: ωB97M-V/def2-TZVPD

Cartesian coordinates (Å):
C -0.98441 9.55765 -0.04972
O -1.57550 10.35848 -1.12386
P -2.95861 11.22955 -0.85947
O -3.92683 10.55735 -0.02492
O -2.31055 12.49397 -0.21779
C -2.82934 13.07159 0.95464
O -3.41899 11.85998 -2.22911
C -2.43648 12.51547 -3.02956
H -0.00336 10.02705 0.02310
H -0.76325 8.52085 -0.30313
H -1.43943 9.58326 0.94044
H -3.20281 14.07749 0.76288
H -1.96327 13.15523 1.61116
H -3.61222 12.42552 1.35189
H -2.78365 12.66709 -4.05160
H -1.54069 11.90233 -3.12821
H -2.11289 13.43910 -2.54966
C 6.94875 -9.37314 1.31456
O 5.68288 -8.96595 0.81176
P 5.31504 -7.43208 0.38274
O 6.00027 -6.40537 1.21660
O 3.69573 -7.34619 0.42858
C 2.88706 -8.04406 -0.52450
O 5.72674 -7.41339 -1.23891
C 6.34554 -6.20291 -1.78356
H 7.68358 -8.65951 0.94192
H 7.19417 -10.39024 1.00900
H 6.79097 -9.43829 2.39112
H 2.31044 -7.39909 -1.18756
H 2.09107 -8.64191 -0.08058
H 3.37550 -8.69767 -1.24723
H 6.82233 -5.69510 -0.94516
H 5.60373 -5.55114 -2.24509
H 7.02266 -6.45514 -2.59964
C 2.29202 -0.72800 -8.25199
O 3.71780 -0.69184 -8.33397
P 4.44701 -0.86069 -9.81036
O 3.84776 -1.95589 -10.68622
O 5.98840 -1.09453 -9.38503
C 6.47742 -2.31210 -8.96349
O 4.38912 0.64150 -10.42592
C 3.13203 1.02839 -11.07213
H 1.79887 0.14524 -7.82495
H 2.06399 -1.57192 -7.60092
H 1.79309 -0.85726 -9.21245
H 5.76073 -3.10290 -8.74193
H 7.09263 -2.30908 -8.06371
H 7.15774 -2.69425 -9.72457
H 3.29003 1.34397 -12.10341
H 2.61764 1.85465 -10.58142
H 2.45917 0.17255 -11.12604
C -11.08075 -5.93995 -0.89169
O -10.58078 -4.59088 -1.07687
P -10.85485 -3.78289 -2.48734
O -11.87485 -4.42181 -3.41812
O -11.23333 -2.31766 -1.93312
C -12.19263 -2.01300 -0.85617
O -9.38061 -3.62441 -3.17865
C -8.30872 -3.03752 -2.42506
H -11.34952 -6.19274 0.13397
H -10.38310 -6.66868 -1.30440
H -11.95695 -6.15031 -1.50498
H -13.11903 -1.58949 -1.24415
H -11.72369 -1.38524 -0.09846
H -12.66933 -2.94892 -0.56478
H -8.55353 -1.97564 -2.40134
H -7.35037 -3.11194 -2.93898
H -8.17958 -3.41968 -1.41245
C 6.31249 2.24419 -3.08122
O 7.10042 1.05836 -2.89156
P 8.70457 1.15212 -3.36271
O 9.45618 -0.15008 -3.44105
O 8.60042 1.85333 -4.83892
C 8.82461 3.25487 -5.02709
O 9.37909 2.32249 -2.40628
C 9.55503 2.24594 -1.04374
H 6.51138 2.91549 -3.91662
H 6.53206 2.81756 -2.18059
H 5.22458 2.19510 -3.12730
H 7.90410 3.77781 -5.28647
H 9.51090 3.31641 -5.87168
H 9.12883 3.79016 -4.12763
H 10.64474 2.23939 -1.01955
H 9.15377 1.28948 -0.70866
H 9.05740 3.05457 -0.50841
C -5.28361 -9.24770 4.73859
O -5.43301 -10.66253 4.83030
P -4.60803 -11.17056 6.18475
O -3.68556 -10.23877 6.80601
O -5.74971 -11.62894 7.18310
C -5.46850 -12.33034 8.38442
O -3.96779 -12.53041 5.66444
C -4.77476 -13.49588 5.09121
H -6.13534 -8.80190 4.22487
H -4.32215 -9.00043 4.28853
H -5.49407 -8.81976 5.71873
H -5.77440 -11.79062 9.28065
H -4.41420 -12.59467 8.46605
H -5.96157 -13.30211 8.35904
H -4.94825 -13.32089 4.02943
H -5.72034 -13.61217 5.62080
H -4.28946 -14.44386 5.32345
C 5.87666 5.06114 3.84174
O 6.85011 5.89399 4.47181
P 6.66627 7.50767 4.37550
O 5.32817 7.90827 3.84662
O 6.94844 7.96486 5.92582
C 8.16827 7.52961 6.58876
O 8.00249 7.94419 3.57131
C 8.44056 9.32693 3.48308
H 5.20108 5.61598 3.19069
H 5.29305 4.46120 4.54003
H 6.40334 4.28202 3.29069
H 8.16879 7.96770 7.58684
H 9.10579 7.78772 6.09629
H 8.10984 6.44818 6.71199
H 8.25566 9.73408 2.48904
H 9.45672 9.39990 3.87063
H 7.71552 9.78555 4.15546
C -2.23987 1.56291 -1.77266
O -2.54937 0.65058 -0.77638
P -1.59064 -0.67076 -0.71559
O -1.18000 -1.22289 -2.00502
O -0.26914 -0.13388 0.09672
C 0.72837 -1.06045 0.42999
O -2.31602 -1.73285 0.24829
C -2.77320 -1.30035 1.49748
H -2.49830 2.57345 -1.45625
H -2.76395 1.31890 -2.69673
H -1.16308 1.56396 -1.94180
H 0.34117 -2.07624 0.50974
H 1.17919 -0.77737 1.38116
H 1.52986 -1.18836 -0.29757
H -2.87512 -0.21598 1.45430
H -2.07791 -1.54365 2.30089
H -3.74787 -1.78831 1.49214
C -6.71567 1.85128 6.56817
O -5.73100 2.77293 6.21013
P -5.96316 3.66512 4.90179
O -6.90232 4.74311 5.21524
O -4.37014 4.18290 4.58188
C -3.30566 3.34904 4.53233
O -6.21913 2.64152 3.70827
C -6.64911 3.07125 2.35466
H -7.32665 2.29195 7.35595
H -6.27186 0.92724 6.93868
H -7.39618 1.65367 5.73993
H -2.42612 3.83665 4.95273
H -3.03289 2.97900 3.54400
H -3.63042 2.39872 4.95602
H -7.68360 3.37947 2.50608
H -6.79883 2.25343 1.64978
H -6.03996 3.87153 1.93443

## Properties
Lowest unoccupied orbital energy   0.101 eV
Molar mass   1260.67 g mol⁻¹
Relative energy (zero: lowest compared OMol25 entry of this formula, charge and spin)   178.92 kcal per mole
Total energy   -6858.753617 Ha
Charge   0
Kohn-Sham gap   10.55 eV

Results of the Mulliken charge analysis, in e, for atoms 1 through 99: atom 1 (C): -0.683, atom 2 (O): -0.328, atom 3 (P): 1.148, atom 4 (O): -0.730, atom 5 (O): -0.302, atom 6 (C): -0.650, atom 7 (O): -0.308, atom 8 (C): -0.609, atom 9 (H): 0.280, atom 10 (H): 0.267, atom 11 (H): 0.308, atom 12 (H): 0.238, atom 13 (H): 0.214, atom 14 (H): 0.339, atom 15 (H): 0.259, atom 16 (H): 0.292, atom 17 (H): 0.265, atom 18 (C): -0.587, atom 19 (O): -0.313, atom 20 (P): 1.062, atom 21 (O): -0.684, atom 22 (O): -0.352, atom 23 (C): -0.700, atom 24 (O): -0.308, atom 25 (C): -0.611, atom 26 (H): 0.303, atom 27 (H): 0.235, atom 28 (H): 0.237, atom 29 (H): 0.304, atom 30 (H): 0.318, atom 31 (H): 0.286, atom 32 (H): 0.337, atom 33 (H): 0.252, atom 34 (H): 0.220, atom 35 (C): -0.670, atom 36 (O): -0.262, atom 37 (P): 0.947, atom 38 (O): -0.645, atom 39 (O): -0.280, atom 40 (C): -0.697, atom 41 (O): -0.331, atom 42 (C): -0.634, atom 43 (H): 0.274, atom 44 (H): 0.275, atom 45 (H): 0.290, atom 46 (H): 0.308, atom 47 (H): 0.289, atom 48 (H): 0.291, atom 49 (H): 0.271, atom 50 (H): 0.272, atom 51 (H): 0.303, atom 52 (C): -0.747, atom 53 (O): -0.273, atom 54 (P): 1.036, atom 55 (O): -0.712, atom 56 (O): -0.328, atom 57 (C): -0.576, atom 58 (O): -0.310, atom 59 (C): -0.595, atom 60 (H): 0.268, atom 61 (H): 0.314, atom 62 (H): 0.335, atom 63 (H): 0.280, atom 64 (H): 0.246, atom 65 (H): 0.253, atom 66 (H): 0.268, atom 67 (H): 0.260, atom 68 (H): 0.286, atom 69 (C): -0.544, atom 70 (O): -0.288, atom 71 (P): 0.948, atom 72 (O): -0.660, atom 73 (O): -0.283, atom 74 (C): -0.629, atom 75 (O): -0.254, atom 76 (C): -0.704, atom 77 (H): 0.151, atom 78 (H): 0.271, atom 79 (H): 0.329, atom 80 (H): 0.265, atom 81 (H): 0.254, atom 82 (H): 0.305, atom 83 (H): 0.257, atom 84 (H): 0.322, atom 85 (H): 0.257, atom 86 (C): -0.699, atom 87 (O): -0.317, atom 88 (P): 1.001, atom 89 (O): -0.647, atom 90 (O): -0.268, atom 91 (C): -0.696, atom 92 (O): -0.283, atom 93 (C): -0.676, atom 94 (H): 0.268, atom 95 (H): 0.279, atom 96 (H): 0.324, atom 97 (H): 0.262, atom 98 (H): 0.327, atom 99 (H): 0.274


(2)
Formula: C2H5BrCl2Si
Source: the OMol25 dataset
Level of theory: ωB97M-V/def2-TZVPD

Cartesian coordinates (Å):
C 0.84849 -1.20241 -0.05245
C 0.65033 0.27483 0.42749
Si -0.98414 1.05505 -0.22378
Cl -1.08706 2.99285 -0.58153
Cl -1.55715 -0.01317 -1.80627
Br -2.41101 0.30898 1.57687
H -0.15410 -1.68463 -0.01695
H 0.84519 -1.12329 -1.18418
H 1.69427 -1.80861 0.35904
H 1.45416 0.85381 0.06984
H 0.70101 0.34659 1.43192

## Properties
Lowest unoccupied orbital energy   0.380 eV
Molar mass   207.96 g mol⁻¹
Relative energy (zero: lowest compared OMol25 entry of this formula, charge and spin)   11.23 kcal per mole
Total energy   -3863.228132 Ha
Charge   0
Kohn-Sham gap   10.74 eV

In the Mulliken picture, each atom carries the following charge in e: atom 1 (C): -1.001, atom 2 (C): -0.704, atom 3 (Si): 0.711, atom 4 (Cl): -0.171, atom 5 (Cl): -0.206, atom 6 (Br): -0.322, atom 7 (H): 0.277, atom 8 (H): 0.291, atom 9 (H): 0.308, atom 10 (H): 0.386, atom 11 (H): 0.431


(3)
Formula: C3H11N2O2
Source: the OMol25 dataset
Level of theory: ωB97M-V/def2-TZVPD

Cartesian coordinates (Å):
N -0.32794 1.32205 0.09254
C -0.59775 -0.06177 0.77808
C -1.44029 -0.95227 -0.11456
C 0.75664 -0.58885 1.34820
N 1.08867 -1.84948 0.98132
O 1.59004 0.15053 1.82406
H 0.62676 1.68443 0.11388
H -0.89182 2.04965 0.53064
H -0.67221 1.19544 -0.85003
H -1.20221 0.34282 1.60394
H -1.92227 -0.42858 -0.91843
H -2.34859 -1.16356 0.47377
H -0.93985 -1.83808 -0.47364
H 2.05647 -2.07041 1.16050
H 0.47631 -2.56948 0.64402
H 0.55387 1.45760 -2.74395
H 2.03523 1.51896 -2.38727
O 1.15895 1.80099 -2.06307

## Properties
Lowest unoccupied orbital energy   -3.413 eV
Molar mass   107.13 g mol⁻¹
Relative energy (zero: lowest compared OMol25 entry of this formula, charge and spin)   35.93 kcal per mole
Total energy   -380.656612 Ha
Charge   +1
Kohn-Sham gap   11.06 eV

In the Mulliken picture, each atom carries the following charge in e: atom 1 (N): -0.302, atom 2 (C): 0.299, atom 3 (C): -1.311, atom 4 (C): 0.484, atom 5 (N): -0.367, atom 6 (O): -0.581, atom 7 (H): 0.363, atom 8 (H): 0.329, atom 9 (H): 0.296, atom 10 (H): 0.237, atom 11 (H): 0.419, atom 12 (H): 0.338, atom 13 (H): 0.352, atom 14 (H): 0.252, atom 15 (H): 0.183, atom 16 (H): 0.330, atom 17 (H): 0.336, atom 18 (O): -0.656